ORCA calculation (wB97M-V/def2-TZVPD) on a 3-piece molecular cluster, C4H14O4 overall.

Gap between HOMO and LUMO: 10.7 eV
Highest occupied orbital energy: -0.36797 Eh
LUMO energy: 0.0239 Ha
Energy above the lowest of the compared OMol25 structures with the same formula, charge and spin: 37.02 kcal/mol

Cartesian coordinates (Å):
H (1.06, 3.04, 1.16)
C (0.78, 2.16, 0.47)
H (-0.41, -2.33, 1.10)
H (1.11, 0.30, 1.64)
C (-1.69, 0.01, -0.37)
H (-1.97, 1.00, -0.84)
H (-0.01, -3.16, 2.24)
C (-0.18, -0.07, -0.02)
H (2.69, 2.22, -0.22)
H (-0.07, 2.38, -0.24)
H (1.19, -1.68, -3.42)
H (-0.44, 1.29, 1.85)
O (1.82, 1.85, -0.39)
C (0.31, 0.85, 1.10)
H (0.16, -1.12, 0.24)
H (-1.98, -0.87, -1.10)
H (0.36, 0.18, -0.90)
O (1.63, -1.31, -2.64)
O (-2.49, -0.15, 0.78)
H (1.52, -0.36, -2.73)
O (-0.68, -3.16, 1.48)
H (-2.71, -1.09, 0.78)

Löwdin atomic charge list, values in e, 5 entries:
1 H 0.144
2 C -0.294
3 H -0.046
4 H 0.117
5 C -0.262

ORCA calculation (wB97M-V/def2-TZVPD) on a 2-piece molecular cluster, C4H14SSi2 overall.

Gap between HOMO and LUMO (alpha / beta): 10.0 / 3.8 eV
Highest occupied orbital energy (alpha / beta): -0.35864 / -0.23729 Eh
LUMO energy (alpha / beta): 0.0086 / -0.0961 Ha
Energy above the lowest of the compared OMol25 structures with the same formula, charge and spin: 60.95 kcal/mol

Cartesian coordinates (Å):
C (1.24, 2.21, -1.21)
H (1.20, 2.85, -2.11)
H (1.30, -0.71, 0.15)
H (1.85, 2.82, -0.54)
H (-0.59, 0.02, -2.30)
Si (-0.64, 2.07, -0.74)
C (1.71, -1.59, 0.45)
C (-1.34, 0.63, -1.83)
H (-2.20, 1.01, -2.36)
H (1.82, -2.35, -0.53)
H (-1.31, -0.82, 1.45)
H (-1.70, -0.11, -1.06)
H (2.68, -1.36, 0.90)
Si (0.41, -2.48, 1.56)
H (-1.26, 3.40, -1.03)
H (-2.22, -2.18, 1.99)
S (-0.87, 1.58, 1.31)
H (-1.36, -1.15, 3.08)
H (1.64, 1.31, -1.64)
C (-1.30, -1.63, 2.10)
H (0.93, -3.54, 2.37)

Löwdin atomic charge list, values in e, 5 entries:
1 C -0.260
2 H 0.017
3 H -0.089
4 H 0.017
5 H 0.020

ORCA calculation (wB97M-V/def2-TZVPD) on an isolated ion of composition C4H15BN2OP and charge -1.

Gap between HOMO and LUMO: 6.3 eV
Net charge: -1
Highest occupied orbital energy: -0.10392 Eh
LUMO energy: 0.1291 Ha

Cartesian coordinates (Å):
H (1.60, -0.30, -1.10)
H (-0.41, 1.05, -2.83)
C (1.63, -2.24, 2.02)
N (2.68, -1.89, 2.65)
H (1.69, 0.21, 0.97)
C (-1.39, 1.08, -2.35)
H (-2.07, 1.63, -3.01)
H (-3.15, 0.82, -0.69)
H (0.85, 2.44, 1.11)
O (0.67, 2.53, 0.16)
H (-1.73, 0.04, -2.26)
H (-0.29, -0.50, 1.29)
P (0.65, -0.38, 0.08)
H (-0.36, -1.04, -0.77)
H (2.31, -2.32, 0.01)
C (-2.44, 1.48, -0.19)
H (0.63, -2.91, 0.29)
H (-2.97, 2.40, 0.08)
H (-2.14, 0.99, 0.74)
H (3.38, -1.57, 1.97)
B (-0.04, 1.44, -0.32)
C (1.38, -2.16, 0.57)
N (-1.29, 1.76, -1.06)
H (0.78, -2.57, 2.63)

Löwdin atomic charge list, values in e, 5 entries:
1 H -0.049
2 H 0.080
3 C -0.431
4 N 0.026
5 H -0.036

ORCA calculation (wB97M-V/def2-TZVPD) on C4H15LiNO2Si2 as an isolated structure.

Gap between HOMO and LUMO: 7.4 eV
Net charge: +1
Highest occupied orbital energy: -0.45176 Eh
LUMO energy: -0.1788 Ha

Cartesian coordinates (Å):
H (-2.99, 1.64, -2.07)
O (-1.61, 0.25, -1.17)
H (-1.58, -1.41, 0.21)
H (-2.37, 0.17, 0.92)
H (2.64, -0.50, 0.42)
H (1.94, -2.68, -1.10)
H (1.65, 3.81, -0.40)
C (1.12, -1.86, -0.82)
H (0.14, -2.49, -0.58)
H (-3.38, -0.25, -2.37)
C (-2.99, 0.55, -1.58)
Si (0.17, 0.20, 1.09)
Li (4.14, -0.76, 0.11)
N (-0.13, -0.17, 2.87)
H (-0.25, -1.19, 3.02)
H (-3.76, 0.60, -0.70)
Si (1.45, 2.34, -0.43)
C (-1.53, -0.24, 0.21)
H (-1.00, 0.38, 3.07)
O (0.56, 1.91, 1.02)
H (0.86, -1.16, -1.73)
C (1.58, -0.99, 0.54)
H (2.82, 1.78, -0.26)
H (0.83, 1.91, -1.68)
H (1.69, -1.82, 1.39)

Löwdin atomic charge list, values in e, 5 entries:
1 H 0.113
2 O -0.321
3 H 0.099
4 H 0.107
5 H -0.044

ORCA calculation (wB97M-V/def2-TZVPD) on a 2-piece molecular cluster, C4H15N2O overall.

Gap between HOMO and LUMO: 10.8 eV
Net charge: +1
Highest occupied orbital energy: -0.50493 Eh
LUMO energy: -0.1085 Ha
Energy above the lowest of the compared OMol25 structures with the same formula, charge and spin: 25.44 kcal/mol

Cartesian coordinates (Å):
H (-1.61, -0.38, 0.90)
C (0.75, 1.44, 1.30)
N (1.54, 0.91, 0.15)
H (-1.31, -2.67, -1.09)
H (2.52, 1.51, -1.63)
H (0.41, -1.36, -1.89)
H (2.38, 0.47, 0.52)
O (-2.50, -2.25, 1.24)
H (1.31, 2.25, 1.75)
H (0.63, 0.62, 2.01)
H (-0.83, -0.39, -1.87)
H (-3.21, -1.89, 1.78)
H (2.40, 2.77, -0.31)
C (-0.91, -1.88, -0.45)
H (-2.82, -0.91, -0.31)
H (1.00, 2.34, -1.29)
N (-0.17, -0.84, -1.23)
H (-0.18, -2.31, 0.23)
H (0.98, 0.12, -0.32)
C (-2.03, -1.25, 0.37)
C (1.91, 1.95, -0.84)
H (-0.24, 1.74, 0.97)

Löwdin atomic charge list, values in e, 5 entries:
1 H 0.098
2 C -0.015
3 N -0.090
4 H 0.126
5 H 0.105

ORCA calculation (wB97M-V/def2-TZVPD) on a 3-piece molecular cluster, C4H15N2O2 overall.

Gap between HOMO and LUMO: 6.4 eV
Net charge: +1
Highest occupied orbital energy: -0.50037 Eh
LUMO energy: -0.2644 Ha
Energy above the lowest of the compared OMol25 structures with the same formula, charge and spin: 109.31 kcal/mol

Cartesian coordinates (Å):
H (-1.45, -0.95, 1.29)
C (1.43, -0.33, 0.36)
H (-1.09, 0.56, 1.74)
N (2.84, 1.05, -1.34)
H (-0.31, -2.51, 0.68)
H (-0.66, 1.22, -0.61)
H (2.73, 1.45, 0.68)
C (2.09, 0.97, -0.07)
H (1.43, 1.83, -0.26)
C (0.25, -0.64, -0.49)
H (1.11, -0.19, 1.41)
O (-0.33, -2.55, 1.64)
H (2.28, 0.68, -2.08)
H (0.46, -1.06, -1.47)
H (-4.32, 1.74, -1.35)
O (-3.61, 1.37, -0.82)
H (-0.41, -3.48, 1.86)
C (-0.95, 0.20, -0.30)
H (-1.73, 0.06, -1.06)
H (2.03, -1.25, 0.43)
N (-1.54, 0.02, 1.01)
H (3.72, 0.54, -1.32)
H (-3.98, 1.26, 0.05)

Löwdin atomic charge list, values in e, 5 entries:
1 H 0.051
2 C -0.155
3 H 0.101
4 N 0.023
5 H 0.022

ORCA calculation (wB97M-V/def2-TZVPD) on a 2-piece molecular cluster, C4H15N2O2 overall.

Gap between HOMO and LUMO: 11.3 eV
Net charge: +1
Highest occupied orbital energy: -0.52474 Eh
LUMO energy: -0.1083 Ha
Energy above the lowest of the compared OMol25 structures with the same formula, charge and spin: 49.32 kcal/mol

Cartesian coordinates (Å):
H (-1.80, 0.63, 0.19)
N (-0.80, 0.62, 0.03)
C (-0.24, -0.70, -0.27)
H (1.56, 1.62, -0.80)
H (0.60, 1.37, -3.14)
O (-1.92, -1.68, 1.05)
H (1.81, -0.44, 0.57)
H (2.66, 0.72, -1.63)
C (-0.53, -1.79, 0.82)
C (1.27, -0.60, -0.47)
H (-0.97, -1.06, -1.13)
H (-0.73, 1.11, -0.94)
H (-0.16, -2.64, 0.17)
H (-2.18, -2.61, 1.25)
H (1.56, -1.46, -1.13)
O (0.18, 2.32, 2.27)
H (0.67, -0.22, -2.90)
N (0.47, 0.68, -2.39)
H (0.09, -1.67, 1.70)
C (1.53, 0.62, -1.37)
H (0.20, 1.56, 2.86)
H (1.03, 2.51, 1.91)
H (-0.26, 1.16, 0.77)

Löwdin atomic charge list, values in e, 5 entries:
1 H 0.165
2 N 0.168
3 C -0.354
4 H 0.117
5 H 0.108

ORCA calculation (wB97M-V/def2-TZVPD) on a 3-piece molecular cluster, C4H15N2O2 overall.

Gap between HOMO and LUMO: 8.8 eV
Net charge: +1
Highest occupied orbital energy: -0.43123 Eh
LUMO energy: -0.1087 Ha
Energy above the lowest of the compared OMol25 structures with the same formula, charge and spin: 55.03 kcal/mol

Cartesian coordinates (Å):
H (0.48, -0.55, 3.35)
H (0.06, 1.56, 1.57)
C (0.65, -2.22, 1.29)
H (0.45, 2.94, 1.05)
H (1.56, -0.09, -2.12)
C (-0.18, -1.14, 1.39)
H (-1.05, 0.03, 2.94)
N (0.88, 0.22, -1.42)
H (0.94, -2.81, 0.45)
C (-0.01, -0.92, -1.20)
H (-1.22, 1.96, -3.36)
H (1.41, 0.49, -0.55)
H (-0.98, 2.58, -1.98)
H (0.33, 0.98, -2.05)
O (0.17, 2.08, 0.80)
N (-0.23, -0.43, 2.65)
C (-0.78, -0.56, 0.14)
H (1.12, -2.64, 2.19)
H (-1.83, -0.84, 0.18)
H (-1.02, 0.40, 0.34)
H (-0.60, -1.16, -2.02)
O (-0.77, 1.90, -2.53)
H (0.63, -1.78, -1.09)

Löwdin atomic charge list, values in e, 5 entries:
1 H 0.098
2 H -0.005
3 C 0.049
4 H 0.046
5 H 0.159

ORCA calculation (wB97M-V/def2-TZVPD) on a 3-piece molecular cluster, C4H15N2O2 overall.

Gap between HOMO and LUMO (alpha / beta): 7.5 / 3.4 eV
Multiplicity: 2
Net charge: +2
Highest occupied orbital energy (alpha / beta): -0.63657 / -0.63589 Eh
LUMO energy (alpha / beta): -0.3614 / -0.5104 Ha
Energy above the lowest of the compared OMol25 structures with the same formula, charge and spin: 123.48 kcal/mol

Cartesian coordinates (Å):
H (-0.94, 2.02, -1.36)
H (1.14, 3.16, 2.86)
O (2.03, 0.21, -3.79)
H (-1.73, -0.31, -1.43)
C (0.21, -1.86, 0.19)
O (0.77, 2.37, 2.92)
H (0.16, 2.30, 2.20)
C (-1.77, -0.37, -0.28)
H (-3.05, -0.29, -0.02)
H (0.47, -0.14, 1.07)
N (1.03, -1.01, 1.09)
H (1.94, -0.87, 0.72)
H (1.04, -1.52, 1.91)
H (0.62, -1.69, -0.87)
H (0.05, 2.28, 0.29)
N (-1.09, 0.80, 0.35)
H (-1.73, -2.52, -0.02)
H (2.66, 1.00, -3.99)
H (0.32, -2.96, 0.45)
H (1.13, 0.55, -3.74)
H (-1.41, -1.38, 1.41)
C (-0.64, 1.79, -0.32)
C (-1.23, -1.55, 0.37)

Löwdin atomic charge list, values in e, 5 entries:
1 H 0.186
2 H -0.013
3 O -0.102
4 H 0.182
5 C -0.143

ORCA calculation (wB97M-V/def2-TZVPD) on a 2-piece molecular cluster, C4H15N2OS overall.

Gap between HOMO and LUMO: 9.6 eV
Net charge: +1
Highest occupied orbital energy: -0.46253 Eh
LUMO energy: -0.1098 Ha
Energy above the lowest of the compared OMol25 structures with the same formula, charge and spin: 49.73 kcal/mol

Cartesian coordinates (Å):
H (0.34, -1.35, 0.97)
H (0.92, -0.79, -0.70)
H (0.20, -0.31, 2.53)
C (-1.07, 0.43, -1.05)
H (-0.58, 1.45, 0.77)
N (-1.45, -0.41, 1.20)
S (1.54, 1.03, -2.15)
C (-0.24, -1.02, 1.84)
C (-1.82, -0.55, -0.21)
N (-0.88, 1.69, -0.24)
H (2.54, 0.76, -1.11)
H (3.65, -0.75, -0.19)
H (3.71, 0.05, 1.16)
H (-1.66, 0.69, -1.95)
H (-0.06, 2.18, -0.53)
C (0.27, -0.12, -1.47)
O (3.09, -0.29, 0.37)
H (-1.41, -1.56, -0.64)
H (0.25, -1.00, -2.25)
H (-1.65, 2.30, -0.29)
H (-0.57, -1.88, 2.45)
H (-2.23, -0.11, 1.77)
H (-2.88, -0.44, -0.28)

Löwdin atomic charge list, values in e, 5 entries:
1 H 0.055
2 H 0.094
3 H 0.075
4 C -0.366
5 H 0.190

ORCA calculation (wB97M-V/def2-TZVPD) on C4H15N3O as an isolated structure.

Gap between HOMO and LUMO (alpha / beta): 8.0 / 7.5 eV
Multiplicity: 2
Net charge: -1
Highest occupied orbital energy (alpha / beta): -0.14807 / -0.13050 Eh
LUMO energy (alpha / beta): 0.1462 / 0.1439 Ha
Energy above the lowest of the compared OMol25 structures with the same formula, charge and spin: 147.96 kcal/mol

Cartesian coordinates (Å):
C (-0.26, 0.26, -2.07)
H (1.49, -0.49, -1.13)
H (1.17, -0.85, 0.93)
O (0.38, 2.21, 0.96)
H (-0.43, 0.28, -3.15)
H (0.49, -2.32, -0.06)
H (-0.58, 0.87, 2.61)
H (1.03, -1.44, -2.56)
H (-1.91, 0.06, 2.79)
C (0.66, -0.96, -1.64)
C (-0.86, -0.67, 1.34)
C (0.30, -1.52, 0.86)
H (0.49, -2.18, 1.72)
H (-1.77, -1.24, 1.12)
N (-0.92, -0.09, 2.70)
H (1.50, 2.64, 0.67)
H (0.78, 1.46, -0.62)
H (2.32, 2.85, 0.45)
H (-1.24, 0.11, -1.59)
H (-0.29, 2.22, -1.36)
N (-0.17, -1.87, -0.83)
N (0.37, 1.49, -1.60)
H (-1.01, 0.16, 0.65)

Löwdin atomic charge list, values in e, 5 entries:
1 C -0.297
2 H 0.091
3 H 0.106
4 O -0.568
5 H 0.076

ORCA calculation (wB97M-V/def2-TZVPD) on a 2-piece molecular cluster, C4H15N3P overall.

Gap between HOMO and LUMO: 10.7 eV
Net charge: +1
Highest occupied orbital energy: -0.49384 Eh
LUMO energy: -0.1011 Ha
Energy above the lowest of the compared OMol25 structures with the same formula, charge and spin: 40.89 kcal/mol

Cartesian coordinates (Å):
P (0.19, -0.62, 0.19)
H (1.27, 2.26, 1.73)
C (1.26, -1.22, -1.20)
H (-2.18, -0.55, 0.29)
H (-0.58, 1.63, 2.00)
H (0.24, 0.12, 3.26)
H (1.72, -2.31, -1.00)
H (0.16, 1.61, -0.41)
H (0.67, -1.17, -2.18)
H (-1.66, -1.40, -1.17)
H (2.12, -0.55, -1.26)
H (-1.57, -2.34, 0.23)
H (-1.99, 1.75, -1.80)
N (1.10, -0.88, 1.53)
C (0.97, 0.22, 2.49)
H (-1.02, 1.05, -2.88)
N (-1.32, 0.99, -1.92)
C (-1.45, -1.28, -0.10)
H (1.98, 0.47, 2.90)
H (-2.01, 0.25, -1.97)
N (0.35, 0.98, 0.28)
C (0.47, 1.40, 1.62)
H (1.10, -1.79, 1.92)

Löwdin atomic charge list, values in e, 5 entries:
1 P 0.762
2 H 0.165
3 C -0.160
4 H 0.073
5 H 0.134